# 1
A structure of composition C3H8ClNO. Source: the Open Molecules 2025 dataset; level of theory: ωB97M-V with the def2-TZVPD basis set.

```
14
C3H8ClNO, DFT ωB97M-V with the def2-TZVPD basis set
C -0.551 0.293 1.521
C -0.517 1.129 -0.803
C 0.519 -1.401 -0.263
N -0.727 0.014 0.127
O 0.340 -1.702 -1.585
Cl 2.148 -0.714 0.030
H -0.218 -0.700 1.902
H 0.439 0.843 1.741
H -1.301 0.896 1.982
H 0.602 1.376 -0.783
H -1.076 0.978 -1.797
H -0.819 2.180 -0.378
H 0.359 -2.221 0.417
H 0.801 -0.971 -2.112
```

# 2
An isolated molecule of C3H8ClOPS. Source: the Open Molecules 2025 dataset; level of theory: ωB97M-V with the def2-TZVPD basis set.

```
15
C3H8ClOPS, DFT ωB97M-V with the def2-TZVPD basis set
C -2.710 -0.190 -0.238
C -1.392 -0.320 0.611
P 0.053 0.305 -0.308
Cl -0.205 2.402 0.034
S 1.544 -0.153 1.144
C 2.934 0.081 0.013
O 2.955 -0.771 -1.079
H -2.847 0.918 -0.551
H -2.508 -0.633 -1.237
H -3.756 -0.623 0.187
H -1.046 -1.258 0.828
H -1.618 0.112 1.518
H 2.847 1.207 -0.130
H 3.708 -0.228 0.737
H 2.042 -0.848 -1.529
```

Results
SMILES: CCP(Cl)SCO

# 3
A structure of composition C3H8F2NO. Source: the Open Molecules 2025 dataset; level of theory: ωB97M-V with the def2-TZVPD basis set.

```
15
C3H8F2NO, DFT ωB97M-V with the def2-TZVPD basis set
C 0.034 1.068 1.047
C 1.254 0.074 -0.871
C -0.939 -0.802 -0.092
N 0.344 -0.107 0.240
O -1.647 -0.091 -0.868
F -0.251 -2.004 -1.208
F 0.974 -1.063 1.234
H -0.372 1.995 0.409
H -0.829 0.794 1.803
H 0.924 1.330 1.603
H 1.792 -0.954 -0.889
H 0.602 0.344 -1.779
H 1.944 0.903 -0.740
H -1.259 -1.201 0.894
H -2.570 -0.285 -0.784
```

Results
Net charge: +1

# 4
A cluster of 2 separate species, C3H8F2NO in total. Source: the Open Molecules 2025 dataset; level of theory: ωB97M-V with the def2-TZVPD basis set.

```
15
C3H8F2NO, DFT ωB97M-V with the def2-TZVPD basis set
C -0.845 0.359 -0.760
C -0.230 -0.757 1.444
C 1.416 -0.235 -0.488
N 0.035 -0.498 0.060
O 1.551 1.113 -0.750
F 2.259 -0.715 0.399
F -0.214 -2.251 -0.543
H -0.853 -0.049 -1.858
H -1.884 0.177 -0.609
H -0.511 1.458 -0.930
H 0.461 -1.505 1.734
H 0.012 0.203 2.019
H -1.247 -0.994 1.802
H 1.535 -0.864 -1.468
H 2.388 1.389 -1.139
```

Results
Net charge: +1

# 5
The ion C3H8FN2 with charge +1. Source: the Open Molecules 2025 dataset; level of theory: ωB97M-V with the def2-TZVPD basis set.

```
14
C3H8FN2, DFT ωB97M-V with the def2-TZVPD basis set
C 0.698 -1.105 -0.074
C -0.786 -0.803 0.255
C -0.032 1.532 0.292
N 1.606 0.003 0.465
N -0.950 0.585 -0.276
F 2.554 0.412 -0.399
H 1.155 -1.889 0.450
H 0.699 -1.480 -1.149
H -1.363 -1.446 -0.266
H -0.929 -1.013 1.228
H -0.068 1.489 1.302
H 0.236 2.318 -0.412
H -0.809 0.624 -1.239
H -2.010 0.773 -0.177
```

Results
2S+1: 3
Net charge: +1

# 6
An isolated molecule of C3H8FN3O. Source: the Open Molecules 2025 dataset; level of theory: ωB97M-V with the def2-TZVPD basis set.

```
16
C3H8FN3O, DFT ωB97M-V with the def2-TZVPD basis set
H 1.738 -1.652 -0.533
N 0.805 -1.261 -0.696
C 0.787 -0.010 -0.413
N 1.904 0.725 -0.032
O 3.023 0.070 0.420
C -0.463 0.809 -0.632
F -0.391 1.935 0.208
C -1.705 -0.024 -0.338
N -1.599 -0.619 1.005
H 1.689 1.535 0.559
H 2.731 -0.375 1.235
H -0.519 1.172 -1.655
H -2.515 0.754 -0.308
H -1.918 -0.726 -1.139
H -2.511 -0.840 1.387
H -1.055 -1.492 0.933
```

Results
SMILES: [H]/N=C(\NO)[C@H](F)CN

# 7
An isolated molecule of C3H8FNO. Source: the Open Molecules 2025 dataset; level of theory: ωB97M-V with the def2-TZVPD basis set.

```
14
C3H8FNO, DFT ωB97M-V with the def2-TZVPD basis set
C -0.400 -0.023 1.953
O -0.841 0.195 0.601
C 0.073 0.119 -0.395
C -0.631 0.152 -1.734
N 1.089 -0.805 -0.320
F 0.755 1.534 -0.225
H 0.381 0.808 2.289
H 0.084 -0.964 1.939
H -1.226 0.038 2.504
H -1.256 0.970 -1.821
H 0.057 0.008 -2.478
H -1.317 -0.646 -1.742
H 1.728 -0.631 -1.142
H 1.505 -0.756 0.572
```

Results
SMILES: CO[C@](C)(N)F

# 8
A cluster of 2 separate species, C3H8FP in total. Source: the Open Molecules 2025 dataset; level of theory: ωB97M-V with the def2-TZVPD basis set.

```
13
C3H8FP, DFT ωB97M-V with the def2-TZVPD basis set
C -0.193 -0.561 -1.108
C 2.083 0.071 0.010
C 1.242 -0.802 -0.531
F 1.560 -2.150 -0.571
P -1.622 1.521 1.484
H -0.710 -1.477 -0.944
H -0.590 0.313 -0.661
H -0.217 -0.322 -2.203
H -1.261 0.166 1.687
H 1.731 1.015 -0.061
H 3.025 -0.283 0.392
H -2.768 1.439 2.153
H -2.282 1.071 0.354
```

Results
2S+1: 3

# 9
The ion C3H8I2NO with charge +1. Source: the Open Molecules 2025 dataset; level of theory: ωB97M-V with the def2-TZVPD basis set.

```
15
C3H8I2NO, DFT ωB97M-V with the def2-TZVPD basis set
C 1.528 0.437 1.944
C -1.023 -1.049 -2.539
C -0.773 0.410 -0.519
N -0.749 -0.797 -1.122
O -1.059 0.605 0.635
I -0.219 1.132 2.990
I 0.846 -0.871 -3.668
H 2.142 1.329 1.534
H 1.996 -0.135 2.638
H -1.378 -2.051 -2.678
H -1.667 -0.326 -2.798
H -0.420 1.135 -1.370
H -0.765 -1.583 -0.341
H 0.428 1.934 4.179
H 1.115 -0.169 1.114
```

Results
Net charge: +1

# 10
A structure of composition C3H8I2NO. Source: the Open Molecules 2025 dataset; level of theory: ωB97M-V with the def2-TZVPD basis set.

```
15
C3H8I2NO, DFT ωB97M-V with the def2-TZVPD basis set
C 0.003 0.106 1.812
C 4.483 -1.009 0.051
C 0.565 -0.765 0.724
N -0.268 -1.692 0.220
O 1.638 -0.545 0.204
I 3.821 0.835 0.027
I -4.734 0.859 -0.326
H 0.796 0.820 2.015
H -0.850 0.693 1.680
H -0.219 -0.312 2.844
H 4.401 -1.718 0.793
H 5.103 -1.261 -0.750
H -0.977 -2.233 0.774
H 0.154 -2.282 -0.514
H -5.323 -0.617 0.071
```

Results
Net charge: +1

# 11
A structure of composition C3H8I2OSi. Source: the Open Molecules 2025 dataset; level of theory: ωB97M-V with the def2-TZVPD basis set.

```
15
C3H8I2OSi, DFT ωB97M-V with the def2-TZVPD basis set
C -0.458 -0.126 1.986
C -0.918 -1.173 -2.173
C 0.491 0.746 1.160
O -0.267 -0.569 -1.097
Si 0.053 0.927 -0.695
I 2.295 2.473 -2.624
I -1.576 2.685 -1.128
H -1.442 0.299 1.993
H -0.585 -1.228 1.724
H -0.078 -0.152 2.941
H -1.969 -1.198 -1.890
H -0.623 -2.223 -2.251
H -0.720 -0.694 -3.065
H 1.487 0.333 1.155
H 0.618 1.673 1.520
```

# 12
An isolated molecule of C3H8I2Si. Source: the Open Molecules 2025 dataset; level of theory: ωB97M-V with the def2-TZVPD basis set.

```
14
C3H8I2Si, DFT ωB97M-V with the def2-TZVPD basis set
C 1.522 -0.629 1.436
C 0.508 0.487 1.035
Si -1.179 0.094 -0.330
C -0.620 0.213 -2.210
I -2.195 -2.071 0.043
I -2.940 1.857 0.106
H 1.051 -1.483 1.805
H 2.243 -0.820 0.736
H 1.960 -0.306 2.446
H 0.960 1.353 0.653
H 0.037 0.683 1.980
H 0.266 0.749 -2.388
H -0.166 -0.685 -2.529
H -1.447 0.558 -2.784
```

Results
SMILES: CC[Si](C)(I)I

# 13
The ion C3H8N with charge +1. Source: the Open Molecules 2025 dataset; level of theory: ωB97M-V with the def2-TZVPD basis set.

```
12
C3H8N, DFT ωB97M-V with the def2-TZVPD basis set
C 1.288 -0.846 -1.177
C 0.593 0.057 -0.234
C -0.623 -0.126 0.231
N -1.237 0.846 1.169
H 1.542 -0.277 -2.066
H 2.176 -1.322 -0.775
H 0.631 -1.623 -1.515
H 1.121 0.920 0.181
H -1.292 -0.928 -0.048
H -0.814 0.853 2.101
H -1.157 1.810 0.835
H -2.228 0.638 1.297
```

Results
Net charge: +1
SMILES: C/C=C/[NH3+]

# 14
A structure of composition C3H8N. Source: the Open Molecules 2025 dataset; level of theory: ωB97M-V with the def2-TZVPD basis set.

```
12
C3H8N, DFT ωB97M-V with the def2-TZVPD basis set
C 2.336 0.697 0.194
C 3.198 0.044 -0.789
C -0.649 -0.898 1.215
N -0.285 -0.429 0.229
H 2.638 1.884 0.034
H 1.772 0.116 0.946
H 0.020 0.276 -0.815
H 3.622 -0.995 -0.413
H 2.524 0.147 -1.743
H -6.347 0.773 -0.160
H -1.732 -2.353 1.468
H -7.096 0.738 -0.166
```

Results
Net charge: +1

# 15
An isolated molecule of C3H8N2. Source: the Open Molecules 2025 dataset; level of theory: ωB97M-V with the def2-TZVPD basis set.

```
13
C3H8N2, DFT ωB97M-V with the def2-TZVPD basis set
C 0.824 1.330 -0.804
C 0.075 0.279 -0.062
C 0.399 -1.191 -0.373
N -0.859 0.676 0.732
N -1.679 -0.336 1.255
H 0.557 2.330 -0.407
H 1.975 1.194 -0.782
H 0.444 1.290 -1.878
H -0.527 -1.778 -0.427
H 1.060 -1.574 0.424
H 1.000 -1.263 -1.312
H -2.217 0.068 2.018
H -1.052 -1.025 1.613
```

Results
SMILES: CC(C)=NN

# 16
An isolated molecule of C3H8N2. Source: the Open Molecules 2025 dataset; level of theory: ωB97M-V with the def2-TZVPD basis set.

```
13
C3H8N2, DFT ωB97M-V with the def2-TZVPD basis set
C 2.322 -0.037 -0.054
C 0.766 0.041 0.096
N 0.071 -1.023 -0.013
N -1.252 -0.853 -0.045
C -1.988 0.418 -0.039
H 2.768 -0.426 0.939
H 2.656 -0.718 -0.874
H 2.702 0.994 -0.295
H 0.322 1.065 0.248
H -1.796 -1.702 0.245
H -3.038 0.261 -0.263
H -1.562 0.984 -0.846
H -1.970 0.996 0.900
```

Results
SMILES: C/C=N/NC

# 17
An isolated molecule of C3H8N2. Source: the Open Molecules 2025 dataset; level of theory: ωB97M-V with the def2-TZVPD basis set.

```
13
C3H8N2, DFT ωB97M-V with the def2-TZVPD basis set
C -1.273 -0.090 -1.397
C -0.587 -0.332 -0.121
N 0.501 -1.317 -0.156
N 0.771 0.314 -0.134
C 1.280 0.708 1.157
H -0.589 -0.179 -2.200
H -1.692 0.985 -1.525
H -2.106 -0.788 -1.514
H -1.098 -0.391 0.848
H 0.692 -1.646 0.728
H 0.671 1.737 1.544
H 1.223 -0.103 1.895
H 2.207 1.102 0.875
```

Results
SMILES: C[C@H]1NN1C

# 18
An isolated molecule of C3H8N2. Source: the Open Molecules 2025 dataset; level of theory: ωB97M-V with the def2-TZVPD basis set.

```
13
C3H8N2, DFT ωB97M-V with the def2-TZVPD basis set
C -1.006 -1.755 0.361
C -0.954 -0.431 -0.279
C 0.235 0.541 0.104
N 0.670 1.464 -0.822
N 1.691 2.221 -0.219
H -1.750 -2.444 -0.143
H -1.357 -1.784 1.450
H 0.092 -2.088 0.356
H -0.947 -0.489 -1.403
H -1.872 0.266 -0.085
H 0.708 0.460 1.127
H 2.154 1.752 0.625
H 2.335 2.287 -1.071
```

Results
SMILES: CC/C=N/N

# 19
An isolated molecule of C3H8N2O. Source: the Open Molecules 2025 dataset; level of theory: ωB97M-V with the def2-TZVPD basis set.

```
14
C3H8N2O, DFT ωB97M-V with the def2-TZVPD basis set
N 0.473 -1.526 1.939
N 0.426 -0.584 0.966
C -0.165 -0.973 -0.109
C -0.279 0.043 -1.276
C -0.329 1.477 -0.781
O 0.967 1.855 -0.419
H -0.362 -2.193 2.076
H 0.730 -0.875 2.818
H -0.457 -1.996 -0.160
H 0.611 -0.148 -1.943
H -1.142 -0.172 -1.991
H -0.627 2.134 -1.607
H -1.030 1.484 0.069
H 1.185 1.474 0.420
```

Results
SMILES: N/N=C/CCO

# 20
An isolated molecule of C3H8N2O. Source: the Open Molecules 2025 dataset; level of theory: ωB97M-V with the def2-TZVPD basis set.

```
14
C3H8N2O, DFT ωB97M-V with the def2-TZVPD basis set
C 0.635 0.363 2.150
N 0.516 0.065 0.736
C -0.637 0.491 0.124
O -1.423 1.260 0.667
N -0.896 0.030 -1.140
C -0.016 -0.681 -2.040
H 1.684 0.491 2.424
H 0.173 -0.407 2.784
H 0.098 1.299 2.312
H 0.986 -0.751 0.374
H -1.738 0.471 -1.477
H -0.519 -0.785 -3.003
H 0.926 -0.152 -2.231
H 0.213 -1.696 -1.681
```

Results
SMILES: CNC(=O)NC

Computed ΔE to the lowest compared entry with this formula, charge and spin (kJ/mol) in order:
326.3, 188.9, 430.8, 456.6, 223.0, 69.7, 116.1, 376.4, 228.0, 254.0, 176.5, 28.2, 8.8, 1163.5, 199.0, 260.2, 397.9, 322.7, 287.6, 34.3